The following is a DFT calculation (wB97M-V/def2-TZVPD) of C22H24BrCaIN3O as an isolated structure in a non-equilibrium geometry.

Cartesian coordinates (Å):
Ca -1.44 -1.05 -1.77
C -4.77 -1.15 1.50
C -4.76 -0.13 2.49
C -3.41 0.19 2.77
C -2.61 -0.66 1.97
C -3.48 -1.45 1.12
H -5.60 -1.68 1.14
H -5.69 0.34 2.92
H -3.05 0.99 3.42
H -1.54 -0.74 2.00
H -3.20 -2.40 0.71
N 0.10 -1.58 -3.48
C 1.47 -1.91 -2.89
C 1.44 -2.76 -1.61
N 0.33 -2.51 -0.70
H -0.25 -2.37 -4.06
H 0.27 -0.86 -4.17
H 1.88 -0.95 -2.57
H 2.10 -2.30 -3.69
H 2.42 -2.60 -1.19
H 1.40 -3.86 -1.88
H 0.53 -1.99 0.19
H 0.00 -3.41 -0.34
Br -3.55 1.10 -1.85
C -2.13 2.40 -2.02
C -2.37 3.46 -2.83
C -1.38 4.53 -2.97
C -0.25 4.49 -2.17
C 0.03 3.37 -1.39
C 1.29 3.36 -0.66
C 1.67 2.24 0.03
C 0.75 1.14 0.05
C -0.37 1.04 -0.75
C -0.91 2.26 -1.26
H -3.34 3.54 -3.29
H -1.55 5.28 -3.70
H 0.41 5.35 -1.97
H 1.87 4.29 -0.66
H 2.60 2.19 0.57
H 1.04 0.20 0.62
O 0.77 -1.28 1.71
N 1.98 -1.13 2.27
C 2.91 -2.16 2.17
C 4.03 -2.13 2.95
C 4.35 -0.96 3.69
C 3.46 0.14 3.71
C 2.28 -0.02 3.01
H 2.58 -3.00 1.59
H 4.73 -2.96 2.87
H 5.32 -0.80 4.12
H 3.68 1.02 4.30
H 1.53 0.73 3.01
I -3.55 -2.86 -3.05

Computed properties:
LUMO (alpha / beta) in eV: 4.09 / 4.08
Total charge: -2
F_max in Eh/bohr: 0.052
E in eV: -126300.965
ΔE to the lowest compared entry with this formula, charge and spin in eV: 0.4905
⟨S²⟩: 0.76
2S+1: 2

Atom charges from the Löwdin analysis, given in e for atoms 1 to 4: 0.792, -0.258, -0.225, -0.211

---

The following is a DFT calculation (wB97M-V/def2-TZVPD) of C22H24BrFN2O3 as an isolated structure in a non-equilibrium geometry.

Cartesian coordinates (Å):
C -6.18 -2.11 -1.32
C -7.07 -1.25 -0.64
H -7.41 -1.68 0.22
H -8.03 -1.06 -1.29
C -6.58 -0.09 -0.33
C -5.57 -0.25 0.90
O -5.90 -0.66 2.14
N -4.24 0.06 0.38
C -3.71 0.42 -0.87
H -4.39 0.41 -1.55
H -3.22 1.58 -0.66
C -2.72 -0.56 -1.29
N -1.57 -1.01 -0.30
C -0.40 -0.03 -0.21
C -0.22 0.93 -1.27
C 0.92 1.58 -1.10
C 2.11 1.09 -0.38
C 1.87 0.15 0.55
C 0.81 -0.34 0.48
F 0.60 -1.44 1.54
H 2.65 -0.11 1.03
C 3.21 2.13 -0.38
O 3.32 3.31 -0.84
C 4.52 1.39 0.01
C 5.61 2.25 0.18
C 6.90 1.52 0.75
C 7.05 -0.04 0.49
C 6.05 -0.42 -0.16
C 4.72 -0.04 -0.34
H 4.08 -0.63 -0.87
Br 6.34 -2.30 -0.57
O 8.14 -0.57 0.63
C 9.28 0.17 1.38
H 9.59 0.82 0.71
H 8.94 0.46 2.35
H 10.07 -0.42 1.52
H 7.61 2.09 1.05
H 5.45 3.15 0.88
H 1.08 2.49 -1.89
H -1.14 1.40 -1.69
C -2.11 -1.30 1.23
H -1.58 -1.28 2.09
C -3.29 -0.20 1.55
H -3.74 -0.60 2.47
H -2.78 0.86 1.61
H -2.55 -2.24 0.92
H -2.09 -0.52 -2.11
H -2.99 -1.77 -1.25
H -7.35 0.76 0.23
H -6.39 0.73 -0.99
H -5.83 -1.55 -2.33
H -6.69 -2.99 -1.78
H -5.20 -2.32 -0.87

Computed properties:
LUMO in eV: -0.47
F_max in Eh/bohr: 0.370
E in eV: -105068.952
ΔE to the lowest compared entry with this formula, charge and spin in eV: 0.9364

Atom charges from the Löwdin analysis, given in e for atoms 1 to 4: -0.105, -0.422, 0.106, 0.180

---

The following is a DFT calculation (wB97M-V/def2-TZVPD) of C22H24CoN14O2 as an isolated structure.

Cartesian coordinates (Å):
Co -0.38 0.23 -0.54
C -0.12 -2.22 1.33
N -0.60 -0.84 1.47
C 0.17 -0.08 2.48
C 0.97 1.09 1.94
C 1.83 1.76 2.80
C 2.55 2.85 2.35
C 2.38 3.25 1.03
C 1.52 2.52 0.23
N 0.83 1.47 0.67
C -2.03 -0.89 1.83
C -2.69 0.45 1.96
C -3.97 0.55 2.51
C -4.59 1.78 2.53
C -3.91 2.88 2.04
C -2.63 2.70 1.55
N -2.03 1.51 1.51
C 1.34 -2.37 0.97
C 1.91 -3.64 0.94
C 3.24 -3.76 0.59
C 3.98 -2.62 0.31
C 3.33 -1.40 0.38
N 2.04 -1.28 0.70
H -0.70 -2.72 0.56
H -0.27 -2.76 2.28
H 0.85 -0.75 3.00
H -0.52 0.32 3.23
H 1.93 1.41 3.83
H 3.22 3.38 3.01
H 2.91 4.10 0.62
H 1.36 2.79 -0.81
H -2.16 -1.43 2.77
H -2.55 -1.44 1.04
H -4.47 -0.34 2.87
H -5.60 1.88 2.90
H -4.37 3.86 2.02
H -2.06 3.54 1.16
H 1.31 -4.51 1.15
H 3.71 -4.74 0.54
H 5.02 -2.67 0.04
H 3.86 -0.47 0.17
N -1.62 2.55 -2.82
C -0.41 2.02 -3.18
N 0.19 2.22 -4.38
N 1.23 1.43 -4.38
N 1.28 0.84 -3.22
N 0.27 1.19 -2.43
C -2.52 1.72 -2.14
N -3.83 1.87 -2.21
N -4.32 0.88 -1.45
N -3.36 0.17 -0.96
N -2.18 0.69 -1.38
H -2.05 3.14 -3.52
N 2.19 -1.75 -3.47
C 1.11 -2.75 -3.34
C 0.28 -2.53 -2.07
O -0.20 -3.51 -1.50
O 0.16 -1.30 -1.74
H 2.87 -1.90 -2.74
H 1.76 -0.09 -3.12
H 2.66 -1.86 -4.36
H 1.46 -3.78 -3.34
H 0.42 -2.62 -4.18

Computed properties:
LUMO (alpha / beta) in eV: 0.24 / 0.09
F_max in Eh/bohr: 0.013
E in eV: -85787.571
ΔE to the lowest compared entry with this formula, charge and spin in eV: 0.3442
⟨S²⟩: 3.76
2S+1: 4

Atom charges from the Löwdin analysis, given in e for atoms 1 to 4: 0.775, -0.128, -0.175, -0.119

---

The following is a DFT calculation (wB97M-V/def2-TZVPD) of C22H24CoNO6Te as an isolated structure.

Cartesian coordinates (Å):
Co 0.74 0.95 0.07
O 2.98 0.16 3.44
C 2.02 0.27 2.68
O 2.11 0.34 1.40
C 0.61 0.26 3.30
C -0.27 -0.80 2.63
C -1.53 -1.07 3.47
C -2.38 0.18 3.15
C -1.44 0.97 2.24
O -0.81 -0.10 1.50
C -0.27 1.54 3.07
C 0.46 2.71 2.38
O 0.78 3.67 3.05
O 0.66 2.60 1.11
H 0.73 0.05 4.36
H 0.26 -1.69 2.28
H -2.03 -1.99 3.16
H -1.28 -1.15 4.53
H -3.29 -0.09 2.60
H -2.68 0.75 4.03
H -1.89 1.67 1.54
H -0.62 1.93 4.02
O 2.55 2.47 -0.71
C 3.91 2.08 -0.76
C 3.97 0.57 -0.94
C 3.14 0.12 -2.16
C 2.13 -0.97 -1.89
C 2.22 -2.18 -2.57
C 1.22 -3.13 -2.45
C 0.13 -2.84 -1.65
C 0.11 -1.62 -0.99
N 1.09 -0.71 -1.08
H 2.31 2.87 0.14
H 4.44 2.38 0.14
H 4.37 2.59 -1.62
H 3.58 0.12 -0.03
H 5.02 0.26 -1.04
H 3.79 -0.23 -2.97
H 2.57 0.97 -2.55
H 3.08 -2.35 -3.21
H 1.29 -4.07 -2.98
H -0.70 -3.52 -1.54
H -0.72 -1.36 -0.35
Te -0.91 1.89 -1.66
C -2.50 0.56 -2.07
C -3.07 0.58 -3.35
C -4.13 -0.23 -3.69
C -4.67 -1.11 -2.75
C -4.13 -1.14 -1.48
C -3.06 -0.32 -1.14
H -2.65 1.25 -4.09
H -4.54 -0.19 -4.69
H -5.50 -1.75 -3.02
H -4.54 -1.81 -0.73
H -2.67 -0.35 -0.13

Computed properties:
LUMO (alpha / beta) in eV: 2.59 / 2.59
Total charge: -1
F_max in Eh/bohr: 0.015
E in eV: -81902.685
⟨S²⟩: 0.76
2S+1: 2

Atom charges from the Löwdin analysis, given in e for atoms 1 to 4: 0.265, 0.033, -0.579, -0.091

---

Question: The lowest E belongs to which entry?
Answer: C22H24BrCaIN3O